85
Properties=species:S:1:pos:R:3 method="wB97M-V/def2-TZVPD" orbital_gap_ev=8.724 total_charge=+2 e_above_lowest_kj_mol=2.5 e_homo_ev=-14.1535 e_lumo_ha=-0.1995 largest_force_ha_per_bohr=0.033
Sc 0.99 -0.22 0.04
C 1.15 -1.70 2.99
O 1.73 -0.66 2.16
C 3.17 -0.58 2.27
C 3.77 -1.24 1.08
O 3.25 -0.48 -0.04
C 3.83 -0.78 -1.33
C 2.82 -1.57 -2.10
O 1.63 -0.76 -2.11
C 0.67 -1.20 -3.10
H 1.35 -1.46 4.04
H 1.56 -2.67 2.73
H 0.08 -1.70 2.82
H 3.51 -1.05 3.20
H 3.43 0.48 2.31
H 3.46 -2.28 0.99
H 4.86 -1.18 1.10
H 4.77 -1.33 -1.22
H 4.03 0.17 -1.81
H 2.60 -2.54 -1.64
H 3.17 -1.73 -3.12
H 1.16 -1.24 -4.07
H -0.13 -0.47 -3.12
H 0.28 -2.18 -2.83
C -0.21 -5.04 -1.41
C -0.50 -4.48 -0.04
C -0.33 -5.55 1.02
O 0.52 -3.43 0.21
B -0.09 -2.22 0.03
O -1.43 -2.29 -0.20
C -1.85 -3.68 0.05
C -2.87 -4.07 -1.00
C -2.48 -3.70 1.43
H 0.82 -5.42 -1.43
H -0.31 -4.29 -2.19
H -0.87 -5.87 -1.65
H 0.62 -6.06 0.88
H -1.12 -6.30 0.93
H -0.36 -5.14 2.03
H -2.50 -3.91 -2.01
H -3.77 -3.46 -0.87
H -3.15 -5.11 -0.89
H -1.77 -3.37 2.19
H -2.84 -4.69 1.69
H -3.33 -3.02 1.44
C 1.54 3.55 2.58
Si 1.04 4.08 0.87
C 2.51 4.21 -0.24
C -0.01 5.59 0.88
As -0.18 2.21 0.01
Si -0.90 2.72 -2.22
C 0.65 2.56 -3.24
C -1.61 4.41 -2.30
C -2.11 1.39 -2.70
Si -2.14 1.89 1.38
C -1.43 1.06 2.89
C -2.94 3.51 1.74
C -3.27 0.71 0.53
H 2.31 4.22 2.98
H 1.95 2.53 2.58
H 0.69 3.57 3.27
H 3.24 4.90 0.18
H 2.23 4.59 -1.23
H 2.99 3.24 -0.38
H 0.59 6.42 1.28
H -0.89 5.47 1.50
H -0.33 5.86 -0.13
H 1.32 3.41 -3.09
H 0.40 2.52 -4.30
H 1.21 1.66 -2.99
H -0.83 5.17 -2.26
H -2.32 4.60 -1.49
H -2.15 4.53 -3.24
H -1.86 0.42 -2.26
H -2.12 1.28 -3.79
H -3.12 1.63 -2.38
H -0.66 1.65 3.38
H -1.00 0.10 2.60
H -2.22 0.85 3.61
H -2.38 4.09 2.48
H -3.94 3.33 2.14
H -3.05 4.12 0.84
H -2.74 -0.17 0.13
H -3.83 1.17 -0.28
H -3.99 0.34 1.27